(1)
Formula: C4H10N2
Source: the Open Molecules 2025 dataset
Level of theory: ωB97M-V/def2-TZVPD

Lowest unoccupied orbital energy (spin up / spin down) (eV): 0.70 / 0.87
HOMO-LUMO gap (spin up / spin down) (eV): 7.7 / 8.0
Calculated total energy (eV): -7284.2513
Largest force on an atom (hartree/bohr): 0.114
HOMO level (spin up / spin down) (eV): -7.0 / -7.1
Energy above the lowest of the compared OMol25 structures with the same formula, charge and spin (kcal/mol): 146.9

Last column: Mulliken charge in e.
Cartesian coordinates (Å):
C  -2.016  -1.114  0.435  -1.00
H  3.772  -0.779  -0.550  0.27
H  -1.871  -1.188  1.504  0.30
H  -2.695  -0.334  0.111  0.30
H  2.511  1.212  -0.131  0.28
H  0.297  -1.622  -0.500  0.45
C  -0.443  1.552  0.353  -0.84
H  -0.495  -0.282  -1.506  0.30
C  -0.169  -0.643  -0.528  -0.65
H  -2.144  -2.074  -0.053  0.37
N  0.085  0.211  0.442  -0.25
H  -1.216  1.686  1.112  0.28
N  2.752  -0.855  -0.457  -0.49
H  0.363  2.248  0.596  0.34
H  -0.848  1.802  -0.634  0.32
C  2.116  0.181  -0.196  0.02

(2)
Formula: CH2IO2P
Source: the Open Molecules 2025 dataset
Level of theory: ωB97M-V/def2-TZVPD

Lowest unoccupied orbital energy (spin up / spin down) (eV): 0.33 / -3.31
HOMO-LUMO gap (spin up / spin down) (eV): 7.6 / 6.6
Calculated total energy (eV): -22551.5039
Largest force on an atom (hartree/bohr): 0.059
Multiplicity: 3
HOMO level (spin up / spin down) (eV): -7.2 / -9.9
Energy above the lowest of the compared OMol25 structures with the same formula, charge and spin (kcal/mol): 0.0

Last column: Mulliken charge in e.
Cartesian coordinates (Å):
H  0.859  -0.370  -1.267  0.20
P  0.170  2.353  -0.926  0.14
O  1.088  1.234  -0.161  -0.27
O  -0.637  0.948  -1.350  -0.36
C  0.270  0.179  -0.588  0.01
H  -0.146  -0.364  0.177  0.26
I  -0.900  3.735  2.235  0.02

(3)
Formula: C4H11N2O
Source: the Open Molecules 2025 dataset
Level of theory: ωB97M-V/def2-TZVPD

Lowest unoccupied orbital energy (eV): -3.01
SMILES string: CC(C)(N)/[NH+]=C\O
HOMO-LUMO gap (eV): 12.4
Calculated total energy (eV): -9346.6599
Largest force on an atom (hartree/bohr): 0.087
Charge: +1
HOMO level (eV): -15.4
Energy above the lowest of the compared OMol25 structures with the same formula, charge and spin (kcal/mol): 50.7

Last column: Mulliken charge in e.
Cartesian coordinates (Å):
H  -2.297  0.377  0.971  0.40
H  -0.766  2.115  -0.519  0.20
H  -1.964  -0.548  -0.581  0.50
H  1.400  0.589  1.500  0.54
C  -1.665  -0.402  0.425  -1.67
N  -0.060  1.467  -0.312  -0.65
N  0.316  -0.959  -0.689  -0.19
H  -0.181  -1.858  -0.769  0.30
H  1.438  -1.713  -2.251  0.34
H  0.681  1.907  0.174  0.30
O  1.721  0.371  -1.964  -0.48
C  -0.287  0.207  0.343  1.41
H  -0.054  0.402  2.341  0.39
H  -1.943  -1.225  1.110  0.35
C  0.527  0.036  1.537  -1.56
H  1.171  1.050  -1.419  0.48
C  1.144  -0.770  -1.621  0.00
H  0.819  -1.046  1.722  0.33

(4)
Formula: C34H30CdCl4IN5O5S
Source: the Open Molecules 2025 dataset
Level of theory: ωB97M-V/def2-TZVPD

Lowest unoccupied orbital energy (eV): 4.05
HOMO-LUMO gap (eV): 5.6
Calculated total energy (eV): -127027.9130
Largest force on an atom (hartree/bohr): 0.010
Charge: -2
HOMO level (eV): -1.6

Last column: Mulliken charge in e.
Cartesian coordinates (Å):
O  0.361  2.292  -1.328  -1.41
Cd  -0.197  0.915  0.364  2.19
H  4.561  -0.070  0.443  0.05
C  4.185  2.247  3.494  -0.40
O  5.425  2.494  -3.253  -0.56
H  1.299  -2.531  -3.181  0.48
Cl  4.031  -3.826  3.251  -0.28
H  -5.824  -0.918  -0.315  0.32
C  -3.371  -3.541  -0.186  -0.10
C  2.495  1.761  -2.308  1.10
H  2.960  1.518  -5.663  0.27
H  -4.027  -5.462  -0.886  0.39
N  1.130  1.878  -4.765  -0.72
O  -1.582  -0.869  1.411  -0.81
H  -4.860  2.876  -0.476  0.43
C  0.473  2.065  -3.645  0.75
H  0.185  -5.036  -0.202  0.43
C  1.381  -1.547  -2.721  -0.69
I  2.089  4.061  2.312  0.03
H  4.979  2.933  -2.521  0.48
H  -6.522  2.351  -0.225  0.38
Cl  1.539  0.611  5.150  -0.23
H  2.000  -1.599  -1.823  -0.08
C  1.747  -1.002  1.460  -1.91
Cl  3.327  -1.919  5.654  -0.27
C  -2.291  -2.767  0.215  0.30
C  4.652  1.338  -3.592  -1.05
H  -5.855  4.037  1.481  0.37
H  -1.520  1.674  -2.995  0.06
C  2.530  -2.123  1.731  1.03
O  0.714  0.937  2.370  -1.36
N  2.796  1.940  0.094  0.09
C  -3.179  -4.859  -0.581  -0.67
C  -3.771  0.566  0.245  0.47
C  3.027  -2.426  3.010  0.20
H  5.892  -0.489  2.464  0.30
C  -2.447  -1.339  0.668  -0.39
C  -0.998  2.334  -3.689  -0.96
C  0.080  -1.087  -2.273  0.61
H  -4.357  -3.096  -0.190  0.36
C  2.458  1.651  -4.709  -0.99
H  -7.043  0.336  -0.059  0.38
N  -5.094  0.939  0.238  0.19
C  -5.516  3.002  1.570  -0.88
H  -6.695  0.175  2.413  0.33
H  -1.209  3.352  -3.353  0.26
H  -1.367  2.198  -4.705  0.36
C  3.458  2.487  2.343  -0.33
C  5.233  0.371  2.427  -0.83
H  1.806  -0.837  -3.432  0.08
H  5.620  0.976  4.453  0.39
C  3.241  1.646  -1.066  -0.85
C  3.602  1.688  1.210  0.74
H  -5.401  -1.003  2.146  0.19
H  4.935  1.077  -4.613  0.37
H  -4.509  3.002  1.984  0.25
C  1.914  -0.461  3.835  0.11
C  -5.514  2.329  0.201  -0.90
H  4.034  2.873  4.363  0.36
N  -3.582  -0.741  0.266  -0.15
C  -6.116  -0.091  0.333  -0.58
C  -0.817  -4.625  -0.197  -0.77
C  2.717  -1.589  4.059  0.61
C  3.170  1.579  -3.537  0.94
H  -6.179  2.484  2.265  0.25
C  -1.901  -5.401  -0.591  -0.34
C  -6.337  -0.613  1.749  -1.06
S  -2.610  1.833  0.084  -0.62
H  4.259  1.240  -1.165  0.65
H  -7.074  -1.420  1.747  0.36
H  4.940  0.501  -2.945  0.28
H  -0.178  -2.695  0.518  0.76
O  1.343  -0.701  0.261  -0.02
C  -1.011  -3.316  0.213  -0.27
H  -1.750  -6.428  -0.904  0.35
Cl  2.953  -3.139  0.374  -0.25
C  5.079  1.185  3.539  -0.53
N  -0.916  -0.719  -1.833  -0.43
C  4.498  0.614  1.281  -0.11
C  1.414  -0.121  2.573  0.49
C  1.089  2.037  -2.336  0.08

(5)
Formula: C3H5NO2
Source: the Open Molecules 2025 dataset
Level of theory: ωB97M-V/def2-TZVPD

Lowest unoccupied orbital energy (eV): -1.63
HOMO-LUMO gap (eV): 6.8
Calculated total energy (eV): -8773.6160
Largest force on an atom (hartree/bohr): 0.010
HOMO level (eV): -8.4
Energy above the lowest of the compared OMol25 structures with the same formula, charge and spin (kcal/mol): 94.1

Last column: Mulliken charge in e.
Cartesian coordinates (Å):
H  -0.361  -1.264  1.312  0.28
C  -0.820  1.368  0.204  -0.03
H  -1.471  2.239  0.273  0.29
O  -1.377  0.272  0.375  -0.16
H  0.274  1.399  0.072  0.42
O  0.620  -0.638  -1.760  -0.67
C  -0.528  -0.997  0.269  -0.23
C  0.739  -0.630  -0.520  0.33
H  2.462  0.110  -0.276  0.26
N  1.669  -0.186  0.300  -0.76
H  -1.206  -1.672  -0.249  0.26

(6)
Formula: C22H20NO18V
Source: the Open Molecules 2025 dataset
Level of theory: ωB97M-V/def2-TZVPD

Lowest unoccupied orbital energy (eV): -3.35
HOMO-LUMO gap (eV): 6.4
Calculated total energy (eV): -87166.0462
Largest force on an atom (hartree/bohr): 0.154
HOMO level (eV): -9.7

Last column: Mulliken charge in e.
Cartesian coordinates (Å):
C  -9.275  9.466  -21.369  0.21
C  -16.385  13.724  -15.011  -0.47
C  -15.188  16.894  -22.107  0.49
C  -16.157  19.014  -21.345  -1.08
O  -14.959  13.897  -18.374  -0.72
N  -12.379  13.364  -15.481  0.36
H  -7.983  8.321  -17.311  0.34
O  -17.274  20.371  -23.002  -0.52
H  -16.435  12.137  -17.721  0.33
O  -11.317  17.638  -19.736  -0.49
C  -16.242  18.338  -23.828  0.54
C  -16.093  13.383  -16.268  0.36
C  -15.194  15.639  -16.682  -0.86
C  -15.293  14.246  -17.215  0.76
O  -14.605  15.664  -21.954  -0.50
C  -11.875  14.738  -15.603  -1.02
C  -9.734  10.754  -20.701  0.70
O  -15.466  17.256  -15.002  -0.55
H  -12.381  11.528  -16.416  0.27
O  -8.764  10.387  -17.349  -0.60
H  -10.798  14.646  -15.462  0.40
H  -10.994  12.381  -16.984  0.46
H  -17.650  20.212  -23.870  0.33
O  -14.716  17.630  -19.854  -0.47
O  -11.014  14.104  -20.133  -1.18
C  -8.944  10.057  -18.472  0.85
O  -16.519  12.206  -16.768  -0.58
O  -10.298  11.734  -21.489  -0.56
O  -9.059  16.434  -20.666  -0.58
C  -15.522  15.947  -15.406  0.45
H  -16.523  19.641  -20.545  0.40
H  -10.704  12.305  -20.833  0.18
C  -12.194  14.133  -19.993  1.78
O  -12.635  15.307  -19.841  -0.38
H  -14.818  16.466  -17.265  0.62
V  -10.534  16.282  -20.136  1.34
C  -15.316  17.826  -20.941  0.74
O  -7.736  8.057  -18.200  -0.54
O  -9.322  9.232  -22.583  -0.57
O  -12.917  12.993  -20.180  -0.51
O  -16.170  15.072  -13.163  -0.60
C  -16.002  14.950  -14.370  0.44
H  -15.179  16.386  -24.051  0.38
O  -12.994  13.659  -13.323  -0.61
C  -8.594  8.589  -20.434  -0.90
H  -15.720  17.198  -14.078  0.32
C  -8.433  8.837  -19.100  0.30
H  -16.900  12.945  -14.468  0.42
H  -14.163  15.658  -21.102  0.19
H  -9.946  11.923  -19.054  0.31
H  -12.537  12.930  -17.475  0.10
H  -12.329  15.495  -14.964  0.28
H  -8.144  7.703  -20.857  0.44
C  -16.531  19.282  -22.623  0.48
H  -13.148  11.891  -14.314  0.31
H  -12.027  15.137  -16.606  0.18
C  -9.580  10.968  -19.402  -0.32
H  -13.730  13.408  -19.882  0.43
C  -12.863  12.955  -14.324  0.13
C  -12.006  12.534  -16.609  -0.92
C  -15.661  17.086  -23.385  -0.50
O  -16.481  18.622  -24.991  -0.59

(7)
Formula: C3H9NO3
Source: the Open Molecules 2025 dataset
Level of theory: ωB97M-V/def2-TZVPD

Lowest unoccupied orbital energy (eV): 0.71
SMILES string: NC(=O)CCO.O
HOMO-LUMO gap (eV): 10.7
Calculated total energy (eV): -10889.6247
Largest force on an atom (hartree/bohr): 0.031
HOMO level (eV): -10.0
Energy above the lowest of the compared OMol25 structures with the same formula, charge and spin (kcal/mol): 22.1

Last column: Mulliken charge in e.
Cartesian coordinates (Å):
H  -0.208  -1.708  -0.821  0.24
H  -0.596  1.723  -1.306  0.26
H  -2.049  -0.982  1.446  0.28
C  -0.363  -1.266  0.163  -0.42
H  -0.928  -2.680  2.259  0.31
O  -1.504  -2.937  1.535  -0.53
H  -0.693  0.202  -2.026  0.23
N  -0.780  0.736  -1.174  -0.44
O  0.170  0.948  0.878  -0.59
O  3.771  3.411  -1.065  -0.64
C  -0.262  0.244  -0.004  0.47
H  3.850  3.403  -0.109  0.32
H  3.240  4.175  -1.302  0.32
C  -1.689  -1.738  0.748  -0.45
H  -2.437  -1.963  0.001  0.29
H  0.478  -1.568  0.778  0.34

(8)
Formula: C16H15BrClINO7S2
Source: the Open Molecules 2025 dataset
Level of theory: ωB97M-V/def2-TZVPD

Lowest unoccupied orbital energy (eV): 1.87
HOMO-LUMO gap (eV): 8.1
Calculated total energy (eV): -144985.8787
Largest force on an atom (hartree/bohr): 0.063
Charge: -1
HOMO level (eV): -6.2
Energy above the lowest of the compared OMol25 structures with the same formula, charge and spin (kcal/mol): 61.1

Last column: Mulliken charge in e.
Cartesian coordinates (Å):
O  -1.259  2.022  1.693  -0.68
C  1.807  0.627  -2.098  0.01
H  1.487  4.822  -0.100  0.36
O  -0.276  3.863  0.598  -0.66
O  -2.049  -5.282  3.799  -0.68
C  0.172  -4.292  1.626  -0.30
S  1.728  -2.256  -1.776  -0.29
O  -2.039  4.204  2.144  -0.70
H  3.220  5.486  -0.257  0.45
C  -0.473  -0.530  -1.849  -0.44
H  1.513  4.119  -2.557  0.44
H  -1.077  -2.285  -2.558  0.34
C  -3.145  -2.776  3.437  -0.90
H  2.204  -4.058  0.623  0.32
C  1.103  1.925  -2.168  0.97
I  3.006  4.062  2.036  -0.05
C  -1.149  0.760  -1.961  0.06
H  3.477  -0.075  -1.460  0.32
C  -1.680  -3.066  0.422  -0.14
O  -2.439  3.214  0.036  -0.65
H  -4.221  -2.616  3.159  0.31
N  -1.269  -1.743  -1.698  -0.28
C  1.114  -3.806  0.599  -0.61
C  2.073  3.186  -2.308  -1.12
H  -2.540  -1.941  2.988  0.32
Cl  -1.508  3.328  1.126  1.70
H  -2.753  -2.748  0.343  0.34
H  2.773  2.891  -3.142  0.31
H  4.057  3.347  -1.255  0.29
C  2.584  4.580  -0.067  -0.86
C  -1.223  -3.905  1.553  -0.07
H  0.540  -4.940  2.454  0.40
H  -3.078  -2.741  4.553  0.35
O  3.193  0.543  -2.160  -0.57
C  1.007  -0.574  -1.933  0.35
H  -0.914  2.985  -2.160  0.28
Br  -3.131  0.707  -1.917  -0.14
C  -0.366  2.019  -2.107  -0.57
S  -2.508  -4.373  2.751  1.32
C  0.644  -2.957  -0.478  0.66
C  -0.791  -2.572  -0.604  -0.47
C  2.965  3.337  -0.966  -0.35
O  -3.619  -4.920  1.950  -0.67
H  2.841  2.427  -0.313  0.31